Entry 1:
Formula: C32H26BrIO2PTb
Source: the Open Molecules 2025 dataset
Level of theory: ωB97M-V/def2-TZVPD

The calculation puts the gap between HOMO and LUMO (spin up / spin down) at 7.507 / 7.655 eV. As for the charge: +2. The multiplicity is 7.

Atoms and positions in Å:
H: -2.42798 -3.54681 4.35164
C: 1.26517 -0.73730 -1.87674
H: 0.62973 1.52570 1.33759
H: -0.74699 -2.12919 4.86728
C: 2.85403 2.30192 -1.13128
C: 5.65634 -1.71109 -1.98772
O: -1.72136 -2.10143 0.07213
H: 6.87771 -0.64874 0.98848
Tb: -0.52450 -0.47186 0.14276
H: -0.80650 -0.37274 4.58827
H: 5.97874 -2.17271 -2.91091
H: 3.30627 4.29952 -1.74987
C: -3.38827 2.92623 -0.30690
C: -3.10732 -4.86202 2.83981
P: 2.19667 -0.31672 -0.34699
C: -4.98586 3.30876 1.43209
H: 4.51737 -0.06257 1.32014
C: 0.28103 -0.24986 -4.02919
C: -3.22792 -5.07300 1.46296
C: -5.06316 4.63796 1.03997
H: 7.61348 -1.70561 -1.11919
H: 1.64220 5.34099 -0.25531
H: 3.61390 -1.57518 -2.61186
H: -2.86737 -4.30840 -0.51437
Br: -2.43814 4.95038 -2.12615
C: -2.76778 -4.14561 0.54933
C: 4.82938 -0.52276 0.38974
C: -2.03200 -2.72423 2.38908
C: -2.16896 -2.96933 0.98994
C: 0.77779 -2.05129 -1.97583
C: -2.51973 -3.70815 3.28716
C: -4.30494 5.10896 -0.01611
H: -2.29286 -1.29963 4.88465
H: -0.73443 -1.87376 -4.99440
C: 4.32070 -1.37590 -1.81697
C: 2.07636 1.49526 -0.29581
I: -2.17272 1.58056 -1.35103
H: -5.72484 5.31756 1.55942
H: 0.29505 3.93795 1.27429
C: 6.57237 -1.44726 -0.98100
H: -3.69108 -5.98232 1.10187
C: -4.14382 2.44069 0.75670
O: -1.01785 -0.59443 2.19384
H: -4.08899 1.39825 1.03764
C: -1.31101 -1.31661 4.40777
C: 2.69384 3.67772 -1.11072
H: -4.37102 6.14554 -0.31590
H: -5.58454 2.94322 2.25454
H: 0.08438 0.44932 -4.83105
C: -1.45093 -1.53529 2.94029
C: -3.45000 4.25421 -0.70649
H: -3.47285 -5.59852 3.54006
C: -0.17862 -1.55877 -4.12143
C: 1.00010 0.16385 -2.91555
H: 3.59425 1.85059 -1.78150
C: 0.06970 -2.46239 -3.09669
H: 0.98732 -2.76824 -1.18389
H: 1.34900 1.18606 -2.85079
C: 0.99574 3.48140 0.58826
H: -0.28867 -3.48029 -3.16533
C: 3.90880 -0.77939 -0.62716
C: 1.16788 2.10319 0.57585
C: 6.16051 -0.85193 0.20522
C: 1.75721 4.26555 -0.26464

Entry 2:
Formula: C32H26F7NNiOPTe
Source: the Open Molecules 2025 dataset
Level of theory: ωB97M-V/def2-TZVPD

The calculation puts the gap between HOMO and LUMO (spin up / spin down) at 5.848 / 8.352 eV. As for the charge: -1. The multiplicity is 3.

Atoms and positions in Å:
N: -1.24543 -1.02302 1.69896
H: 1.95098 -0.35856 -3.75574
H: -1.29845 -3.02769 4.96429
O: 0.64636 1.03121 1.44643
C: 1.38425 -2.83234 -2.37105
H: -0.35690 -5.30355 -3.88273
C: 2.30656 -0.54932 -0.33918
C: 0.30981 2.51186 -4.47770
F: 1.27387 3.70473 4.19807
C: -3.99733 3.01773 1.93951
C: 0.33310 -2.05817 -1.88076
C: 2.67547 -1.74212 0.28734
H: -5.31714 2.57931 3.58867
C: -2.06937 -0.65127 2.69221
C: -2.37438 1.37107 1.33616
C: 3.10994 0.59469 -0.17931
C: -2.96090 2.60856 1.12738
H: -2.09330 -0.58869 -2.14070
H: -2.09880 2.07327 -1.21611
C: -0.41007 2.66201 -3.30663
F: -0.01845 3.76371 1.53581
C: 2.77387 1.94399 -0.74852
C: 3.83227 -1.83511 1.04048
C: -3.88497 1.03391 3.17734
C: 0.57709 0.66274 -2.45383
H: 4.86499 1.36305 0.74622
F: -4.37980 0.27511 4.18816
F: -4.56286 4.22543 1.72036
H: 4.08988 -2.76845 1.52493
C: -0.15629 -4.39494 -3.32879
H: 0.15551 -2.35306 1.00267
C: -4.50016 2.24706 2.96574
H: 2.40383 -2.52086 -2.18696
F: 1.97281 1.14931 3.76502
C: -1.29738 -2.47843 4.03140
C: -2.10149 -1.36770 3.88874
Te: 0.84123 2.35259 2.77811
F: 2.51003 2.92910 1.98340
H: -2.22812 -3.91764 -3.08120
C: 1.14774 -3.99537 -3.08737
C: -0.47778 -2.87493 2.98279
H: 0.16824 -3.73818 3.05532
P: 0.62775 -0.45392 -1.03363
C: -1.20816 -3.61684 -2.87168
C: 4.63114 -0.71423 1.19082
H: 1.77371 2.24504 -0.44088
H: 3.45480 2.68961 -0.34573
C: -0.47962 -2.10406 1.84181
C: 1.29303 0.49485 -3.63700
H: -2.60990 3.29960 0.37512
C: -0.99013 -2.44272 -2.15652
C: -1.04532 1.91654 -0.97930
C: -0.28599 1.73465 -2.26690
H: -1.07037 3.51201 -3.17908
H: 2.04501 -2.61767 0.19959
H: 5.52357 -0.75659 1.80249
H: -2.26007 -1.53319 -0.66058
H: -2.71958 -1.02739 4.70137
H: 1.98041 -4.58190 -3.45435
C: 4.26697 0.47508 0.58604
H: 2.83831 1.95184 -1.83738
H: -3.09688 -2.03910 -2.12812
Ni: -0.91558 0.51986 0.38575
H: 0.20631 3.24510 -5.26844
H: 1.72321 1.31011 -5.57159
C: -2.17297 -1.60499 -1.74660
C: 1.16528 1.42431 -4.65089
H: -0.67849 2.78809 -0.42909
C: -2.82505 0.57527 2.40765
F: -0.66983 1.58957 3.93818

Entry 3:
Formula: C32H26GeIrN4O4S2
Source: the Open Molecules 2025 dataset
Level of theory: ωB97M-V/def2-TZVPD

The calculation puts the gap between HOMO and LUMO (spin up / spin down) at 6.225 / 5.955 eV. The multiplicity is 2. The energy above the lowest of the compared OMol25 structures with the same formula, charge and spin comes out at 314.4 kJ/mol.

Atoms and positions in Å:
C: -3.75245 -2.06944 1.35173
H: -5.08597 2.76339 0.12947
Ge: -0.21057 1.27412 0.31772
H: 2.74294 1.57677 0.42300
O: 5.67679 -1.49375 -3.55761
C: -3.03112 2.14876 0.23488
H: -0.48979 2.89083 2.90928
H: -5.67039 1.81116 2.33433
C: -1.81509 -3.40896 3.37617
H: -2.90406 0.36385 -2.04299
H: 3.13806 -2.49731 0.54328
H: -0.06646 5.05218 -3.07697
N: -1.95665 -2.04115 -0.09705
H: 2.14141 -4.68439 1.68691
H: 0.39349 3.56653 -4.99785
O: 3.89725 -1.32275 -4.86992
C: 2.38022 2.08657 1.30960
C: 4.13503 -2.02453 -1.26929
H: 3.54675 3.78725 3.99392
O: -0.07497 -2.16390 -2.68593
H: 2.89948 -1.40566 -4.80460
C: -2.47212 -2.44372 1.13241
C: 0.37911 1.77835 -3.81544
C: -0.13692 3.44818 -1.65471
S: -0.37874 -3.95470 4.11455
H: -4.35994 -2.25862 2.21977
C: 1.92509 -4.01923 2.52285
C: 1.00801 2.15548 1.55488
C: 1.47898 3.40407 3.57368
H: -3.94228 0.64522 3.66773
C: 0.25975 -0.58550 0.32149
N: 1.95107 -2.33403 -1.09289
H: 2.40823 -3.05174 2.37359
C: 2.83861 3.32849 3.31569
Ir: 0.01569 -2.26143 -0.49167
H: 4.35063 2.61458 1.97026
H: -3.27917 -1.16497 -2.84953
C: -4.66081 1.71907 1.95353
C: 0.22399 1.25189 -2.54009
C: 3.28937 2.66923 2.17897
C: -2.84168 -1.33432 -0.77610
C: 4.48086 -1.53707 -3.70733
H: 0.29539 0.18351 -2.39146
C: -3.68958 1.06573 2.70088
H: -2.72954 -3.28713 3.93085
C: 0.46071 -3.77435 2.63324
C: -4.33154 2.25500 0.71729
C: -2.04250 1.49982 0.97430
H: -0.32428 4.11332 -0.81790
C: 2.22421 -2.04730 -2.36027
C: 0.57136 2.82040 2.69712
C: 1.03744 -1.94337 -3.26381
C: -0.03426 2.07256 -1.44575
H: 2.33308 -4.45650 3.43168
C: -1.57387 -3.11778 2.07189
C: 3.60795 -1.84513 -2.53083
H: 1.12275 3.91907 4.45714
C: -2.63912 -0.69336 -2.10259
C: -2.39707 0.95002 2.20935
N: 3.11719 -2.30757 -0.44292
H: -1.64754 0.43021 2.79911
C: 0.01342 3.98274 -2.92683
N: -0.28584 -3.36521 1.64688
H: 0.58121 1.11752 -4.64912
H: -2.78537 2.57750 -0.73082
C: 0.27273 3.14779 -4.00688
H: 5.15714 -1.97327 -0.93748
S: -4.33409 -1.18154 0.02470
H: -1.60789 -0.79350 -2.42102
O: 1.19628 -1.62796 -4.44647

Entry 4:
Formula: C32H26IIrN4PS
Source: the Open Molecules 2025 dataset
Level of theory: ωB97M-V/def2-TZVPD

The calculation puts the gap between HOMO and LUMO (spin up / spin down) at 7.463 / 4.574 eV. As for the charge: +4. The multiplicity is 6. The energy above the lowest of the compared OMol25 structures with the same formula, charge and spin comes out at 68.8 kJ/mol.

Atoms and positions in Å:
H: -1.84150 -4.57136 -1.93921
C: 2.18260 3.26724 -3.07821
H: -3.01880 -2.43346 2.57599
C: 1.11680 -2.80886 -1.89081
H: 3.95240 1.94104 3.27599
N: -3.88930 -0.78286 3.52209
C: -4.90960 1.12654 3.94309
C: 3.13840 2.96134 -2.11731
C: 2.95310 1.88024 -1.27051
H: 3.71950 1.63574 -0.54751
C: -0.80290 -4.34686 -2.13131
I: -1.78080 -1.87956 -0.88231
H: 4.81040 -2.22226 2.79729
C: 1.01280 2.52164 -3.16901
H: 2.36880 4.07264 -3.77711
C: 3.20200 -1.54526 -1.74361
H: 3.74930 -0.69406 -1.35991
C: -2.99130 0.21114 3.34589
C: 2.83710 0.91784 1.75839
C: -3.47890 4.31484 -0.85141
C: -0.24650 -3.15026 -1.70361
C: -2.12170 4.47154 -0.62631
C: 4.46470 -0.14146 3.17189
C: 1.78410 1.12584 -1.36641
C: -0.05380 -5.27386 -2.84501
N: -3.61870 1.38064 3.61099
H: -1.65000 5.42854 -0.78781
N: -6.55240 2.60794 -0.81911
H: -5.61930 1.88744 4.20829
C: -3.21630 2.02444 -0.16181
C: 0.81370 1.44494 -2.32411
C: -4.04170 3.06354 -0.59181
C: 1.84730 -3.76416 -2.70251
H: -5.95390 -0.81656 4.08989
C: 2.63940 -0.28646 1.06899
C: 1.25210 -4.95916 -3.15821
C: 3.19540 -3.53546 -3.04731
H: -0.09820 0.86264 -2.39891
C: 3.31290 -1.43686 1.48489
H: -0.31090 3.50734 -0.00551
C: 3.77260 0.99994 2.77879
H: 4.04230 3.54744 -2.03431
H: 0.26010 2.78294 -3.89881
C: -5.43530 2.82234 -0.73911
H: -3.17200 2.28644 3.68009
H: -4.08980 5.13004 -1.21291
C: 3.87580 -2.43676 -2.56511
P: 1.39410 -0.28766 -0.26201
H: -4.55370 -2.74856 3.41589
C: -5.07700 -0.23176 3.87909
H: -3.07170 -2.50506 4.34969
N: -1.90580 2.18204 0.02529
Ir: -0.83720 0.25494 0.56209
C: -3.61690 -2.19356 3.45469
H: -0.50170 -6.20296 -3.16511
C: 1.85560 -1.69606 -1.38531
H: 5.17720 -0.08396 3.98509
H: 4.91500 -2.27006 -2.81451
S: -1.32550 0.03494 2.97149
C: 4.24040 -1.34576 2.51699
H: 1.84610 -5.64376 -3.74831
H: 3.13390 -2.38926 1.00729
H: 3.69280 -4.23496 -3.70511
H: 2.23860 1.78774 1.51129
H: -3.64410 1.04614 0.02509
C: -1.37010 3.38864 -0.18901

Entry 5:
Formula: C32H27AsBrN4O12SZr
Source: the Open Molecules 2025 dataset
Level of theory: ωB97M-V/def2-TZVPD

The calculation puts the gap between HOMO and LUMO at 8.050 eV. As for the charge: -1. The energy above the lowest of the compared OMol25 structures with the same formula, charge and spin comes out at 0.0 kJ/mol.

Atoms and positions in Å:
O: 14.49038 6.30285 14.40591
O: 10.64980 10.29142 14.94436
C: 11.04670 14.74654 13.25608
H: 7.68875 11.61038 11.56086
O: 16.13135 10.49989 14.53172
H: 6.89608 14.50098 14.54937
C: 10.69726 7.86596 12.64345
H: 15.76902 11.52836 9.00821
H: 11.69202 13.69357 11.05632
H: 12.05210 12.21933 6.93772
C: 16.40544 7.30449 16.13284
C: 9.17824 7.47029 10.92509
C: 14.67126 11.68655 9.02842
O: 13.46196 10.96026 15.05991
C: 11.92636 11.85976 9.03688
As: 14.94915 11.74146 15.35574
C: 10.27497 16.44086 14.89571
C: 11.82887 11.63709 11.53754
C: 7.08647 13.10837 12.97530
O: 14.16870 8.45645 13.30249
H: 8.23683 13.03294 16.14637
C: 9.66642 10.91321 15.53981
O: 12.60660 10.95264 12.47966
H: 10.62319 6.02414 11.63764
H: 8.92243 20.33110 11.39013
C: 10.15877 19.78295 13.05484
N: 8.57183 11.25079 13.35030
O: 13.30132 8.20161 15.48955
O: 9.38766 10.80890 16.70338
C: 15.96795 8.25791 15.27489
C: 10.46122 18.76366 13.95569
O: 11.37722 7.76836 13.67728
C: 17.52779 7.44489 16.92354
H: 19.15056 8.81421 17.36650
C: 9.99089 8.76401 10.79076
H: 10.24000 16.72327 15.95293
H: 10.07418 11.44208 9.32010
C: 9.91858 17.46298 13.84667
C: 9.23319 19.54485 12.06463
H: 15.83707 6.39020 16.07155
H: 8.19746 7.88284 11.24304
H: 8.75695 16.19992 12.56410
H: 9.06940 6.88454 10.01750
O: 9.80880 9.49724 9.87262
H: 10.56021 20.80546 13.22762
C: 13.95385 11.60772 10.21404
C: 8.72296 11.67641 14.61133
C: 7.33197 13.56555 14.21998
H: 11.10434 19.00480 14.83433
C: 12.57612 11.63875 10.24173
C: 9.94122 6.76787 12.02643
H: 18.56753 10.44644 15.76491
C: 16.68701 9.48893 15.17890
H: 14.48356 11.40411 11.13796
H: 8.12202 18.03886 10.96944
H: 14.53843 11.72094 6.88167
C: 17.90061 9.59321 15.86624
Zr: 12.33840 9.72083 13.97599
O: 14.90812 12.87587 14.02881
C: 13.98374 11.87222 7.83414
H: 10.86241 11.22461 11.44966
N: 11.64751 13.03916 11.84281
C: 12.63072 12.01625 7.82323
S: 14.40496 7.74247 14.56703
C: 9.15591 17.20190 12.71123
N: 11.18954 13.49181 12.94064
O: 10.60590 12.15690 8.97518
C: 8.11171 12.80806 15.09213
C: 7.79579 11.93635 12.56201
C: 18.27366 8.61360 16.77192
N: 10.79760 8.97950 11.86556
C: 10.69715 15.18736 14.62631
H: 17.82510 6.65829 17.65828
H: 14.18373 12.84200 13.38109
H: 9.30668 6.30819 12.71864
H: 6.52719 13.58275 12.19544
C: 8.77477 18.24336 11.84622
H: 11.25777 15.49980 12.48949
Br: 11.37206 14.02252 15.95918

Entry 6:
Formula: C32H27BrCsGeIN4O3S2
Source: the Open Molecules 2025 dataset
Level of theory: ωB97M-V/def2-TZVPD

The calculation puts the gap between HOMO and LUMO at 4.995 eV. As for the charge: -2. The energy above the lowest of the compared OMol25 structures with the same formula, charge and spin comes out at 56.1 kJ/mol.

Atoms and positions in Å:
C: 0.02987 -3.16422 2.05393
C: 2.97183 -5.50808 -1.01990
H: 4.26881 1.60904 4.25303
O: -0.20005 -2.77987 -1.76517
C: -6.52107 0.82462 -2.15295
C: 3.01561 -1.13164 2.69980
C: 4.28940 -5.53999 -0.58007
C: 3.80911 1.00170 3.48218
N: -0.05620 8.09161 -2.86715
C: 0.31603 7.09819 -2.40456
S: -0.27569 4.46990 -3.80698
C: 3.62009 -0.36058 3.68398
C: 4.04218 -3.30720 0.27786
C: -1.23363 -1.54384 0.82741
H: -2.24625 2.41942 3.22352
H: -1.30757 -0.78751 0.05785
H: 3.93735 -0.82084 4.61354
C: -0.27265 -1.81894 -2.56675
O: -1.93227 1.61117 0.36959
C: 3.39499 1.58173 2.29128
C: 1.05492 -1.04098 -2.72967
C: -2.30870 -2.86308 2.52820
S: 1.32761 3.28205 -1.51784
H: 1.00130 0.44971 -1.11398
H: -8.11868 2.23697 -1.90779
C: -1.28360 2.01052 1.33450
H: 1.75260 -1.81033 -3.07418
C: 0.63234 4.62214 -2.37346
N: -4.36825 1.68569 -2.63835
N: -0.25515 2.84969 1.27482
C: -6.21980 3.16379 -2.34850
C: 1.54274 -0.45288 -1.41333
H: -4.17887 3.72137 -2.78543
O: -1.27143 -1.43550 -3.21830
C: -7.06751 2.09324 -2.11572
H: 1.16902 -4.33103 -1.17577
H: -2.44565 0.75589 2.61425
H: -3.19715 -3.13110 3.08834
H: 4.89795 -6.42164 -0.74665
C: -2.37143 -1.88303 1.54660
N: 1.99737 6.29082 0.46084
C: -5.17283 0.65021 -2.41495
H: 0.30867 3.03798 2.08700
H: 2.86281 -2.19167 2.87909
C: 2.79924 0.79890 1.30769
H: 2.56881 -0.08859 -1.53419
C: 2.71717 -3.26356 -0.15831
Br: -7.63190 -0.68489 -1.83589
H: 5.85464 -4.45289 0.41021
H: 4.46370 -2.44830 0.78754
H: -1.05063 -4.28276 3.53518
Cs: -1.30385 1.29103 -2.56170
C: -4.88099 2.91369 -2.60556
C: 4.82605 -4.43709 0.06839
H: 0.15426 3.12125 0.36403
C: 2.59481 -0.57154 1.49225
H: -4.71949 -0.33490 -2.44167
H: 3.52358 2.64404 2.11886
H: 2.48239 1.28934 0.39401
H: 1.00108 -0.26879 -3.50179
C: -1.75942 1.58717 2.72082
H: -3.30890 -1.38469 1.32643
H: 0.96244 -3.68612 2.24482
H: 2.55451 -6.36643 -1.53394
C: -1.10479 -3.50823 2.77852
Ge: 1.62314 -1.65046 0.13185
C: -0.01784 -2.17216 1.07679
H: -6.59595 4.17765 -2.32500
I: -0.20435 0.90694 4.01868
C: 0.82832 5.91339 -1.80877
C: 1.49593 6.10349 -0.56596
C: 2.18988 -4.37901 -0.81349